A molecular structure, C7H14LaO3 in a non-equilibrium geometry. Source: the OMol25 dataset; level of theory: ωB97M-V with the def2-TZVPD basis set.

Geometry as XYZ:
```
25
Properties=species:S:1:pos:R:3
C 1.30 0.56 2.73
O 1.08 -0.32 1.64
C 2.07 -1.33 1.50
C 1.70 -2.30 0.40
O 1.73 -1.69 -0.86
C 0.45 -1.38 -1.47
H 1.50 -0.02 3.64
H 2.16 1.19 2.49
H 2.15 -1.88 2.45
H 3.03 -0.85 1.28
H 0.73 -2.77 0.62
H 2.46 -3.10 0.40
H -1.22 0.18 -2.41
H 0.73 -0.87 -2.41
H -0.14 -2.30 -1.63
C -1.58 1.30 -2.61
C -1.96 2.49 -2.10
O -2.54 2.73 -0.93
C -2.75 1.58 -0.05
La -0.66 0.19 0.03
H -2.17 0.89 -3.43
H -1.80 3.42 -2.66
H -3.65 1.04 -0.41
H -3.03 2.04 0.91
H 0.41 1.19 2.88
```

As for the calculated total energy: -14474.8783 eV. The value obtained for the LUMO energy is -0.16191 Eh. For the orbital gap, the calculation gives 0.247 hartree. For the HOMO energy, the calculation gives -11.1317 eV. The spin multiplicity is 1. As for the net charge: +1.

---

A molecular structure, C29H14F9GaI2N3O2S. Source: the OMol25 dataset; level of theory: ωB97M-V with the def2-TZVPD basis set.

Geometry as XYZ:
```
61
Properties=species:S:1:pos:R:3
Ga 0.87 0.48 0.43
I 3.94 -2.57 -0.66
C 1.97 -3.08 -1.05
C 1.66 -4.43 -1.30
C 0.39 -4.82 -1.57
I 0.02 -6.86 -1.89
C -0.66 -3.86 -1.62
C -2.01 -4.16 -1.91
C -2.93 -3.16 -1.95
C -2.51 -1.84 -1.72
N -1.27 -1.52 -1.45
C -0.34 -2.50 -1.38
C 1.01 -2.09 -1.06
O 1.30 -0.84 -0.84
H 2.46 -5.16 -1.26
H -2.29 -5.19 -2.09
H -3.97 -3.37 -2.17
H -3.22 -1.01 -1.76
C -1.54 -0.90 3.68
C -2.81 -0.46 3.34
C -3.00 0.26 2.17
C -1.91 0.54 1.34
C -0.63 0.10 1.67
C -0.46 -0.62 2.85
C -2.09 1.26 0.05
C -3.29 1.95 -0.29
C -3.38 2.55 -1.51
C -2.30 2.47 -2.42
C -2.33 3.04 -3.71
C -1.27 2.90 -4.55
C -0.12 2.18 -4.14
C -0.06 1.62 -2.89
C -1.15 1.77 -2.00
N -1.07 1.21 -0.77
H -1.38 -1.47 4.59
H -3.65 -0.68 3.98
H -4.00 0.58 1.91
H 0.53 -0.97 3.11
H -4.10 2.01 0.42
H -4.27 3.11 -1.78
H -3.22 3.58 -4.02
H -1.29 3.35 -5.54
H 0.71 2.07 -4.81
H 0.80 1.05 -2.56
F 4.39 1.22 0.38
C 4.19 1.68 1.61
F 3.72 2.92 1.52
F 5.39 1.77 2.21
C 3.21 0.72 2.39
O 2.36 0.07 1.60
C 2.48 1.57 3.48
F 1.50 2.29 2.95
F 1.93 0.78 4.41
F 3.31 2.41 4.12
C 4.08 -0.36 3.12
F 4.74 0.11 4.19
F 5.00 -0.86 2.28
F 3.33 -1.38 3.54
S 0.69 4.92 -0.36
C 1.11 3.38 -0.20
N 1.43 2.25 -0.10
```

As for the calculated total energy: -142743.0732 eV. The value obtained for the LUMO energy is 0.07369 Eh. For the orbital gap, the calculation gives 0.272 hartree. For the HOMO energy, the calculation gives -5.4022 eV. The spin multiplicity is 1. As for the net charge: -1.

---

2 unconnected molecules or ions with the total composition C5H15N2S in a non-equilibrium geometry. Source: the OMol25 dataset; level of theory: ωB97M-V with the def2-TZVPD basis set.

Geometry as XYZ:
```
23
Properties=species:S:1:pos:R:3
C 1.66 0.05 1.25
N -1.73 0.62 0.57
C -1.65 1.90 -0.11
C -2.12 1.86 -1.54
S -1.07 1.11 -2.79
C 1.07 -1.29 0.79
N 0.05 -1.12 -0.23
C 2.17 -2.22 0.27
H 2.63 -0.08 1.71
H 1.68 0.72 0.39
H 1.04 0.51 2.01
H -0.62 2.28 -0.05
H -2.30 2.62 0.42
H -2.29 2.88 -1.88
H -3.04 1.28 -1.61
H -0.70 0.00 -2.11
H 0.66 -1.84 1.65
H -1.77 0.85 1.56
H -0.25 -2.00 -0.60
H -0.67 -0.34 -0.06
H 2.59 -2.04 -0.73
H 2.92 -2.53 1.00
H 1.73 -3.22 0.09
```

The value obtained for the energy above the lowest of the compared OMol25 structures with the same formula, charge and spin is 26.2 kcal/mol. As for the calculated total energy: -19241.0221 eV. The value obtained for the LUMO energy (alpha / beta) is 0.03086 / -0.04225 Eh. For the orbital gap (alpha / beta), the calculation gives 0.338 / 0.262 hartree. For the HOMO energy (alpha / beta), the calculation gives -8.3552 / -8.2782 eV. The spin multiplicity is 2.

---

A molecular structure, C7H6Cl2NO2P in a non-equilibrium geometry. Source: the OMol25 dataset; level of theory: ωB97M-V with the def2-TZVPD basis set.

Geometry as XYZ:
```
19
Properties=species:S:1:pos:R:3
C 2.36 -0.88 -1.75
C 1.52 0.29 -1.91
C 2.11 -1.66 -0.66
C 0.60 0.72 -0.95
C 1.13 -1.27 0.26
C 0.41 -0.04 0.15
C -0.53 0.20 1.21
N -0.66 -0.57 2.23
O -1.26 1.36 1.11
O -2.99 -0.11 -0.10
P -2.78 1.04 0.81
Cl -3.47 2.79 0.16
Cl -3.66 0.94 2.63
H 3.02 -1.18 -2.58
H 1.66 0.89 -2.81
H 2.60 -2.58 -0.60
H 0.26 1.79 -1.22
H 1.00 -1.73 1.19
H -1.33 -0.02 2.81
```

As for the calculated total energy: -47276.9992 eV. The value obtained for the LUMO energy is -0.00167 Eh. For the orbital gap, the calculation gives 0.341 hartree. For the HOMO energy, the calculation gives -9.3115 eV. The spin multiplicity is 1.